# 1
{"formula": "C18H27AsNO3SSn", "method": "the ωB97M-V functional and the def2-TZVPD basis", "species": ["Sn", "C", "O", "C", "C", "O", "C", "C", "O", "C", "H", "H", "H", "H", "H", "H", "H", "H", "H", "H", "H", "H", "H", "H", "C", "As", "C", "C", "S", "H", "H", "H", "H", "H", "H", "H", "H", "H", "N", "C", "C", "C", "C", "C", "C", "C", "C", "C", "H", "H", "H", "H"], "positions_angstrom": [[0.7981, 0.2266, 0.3072], [0.5266, 4.2095, -0.5366], [-0.2242, 2.9534, -0.7759], [-1.6172, 3.1075, -0.6093], [-2.0076, 3.6555, 0.7768], [-1.4699, 2.6968, 1.7248], [-2.1157, 2.5083, 2.9800], [-2.0907, 1.0140, 3.3342], [-0.7577, 0.3985, 3.2975], [0.2053, 0.9529, 4.2588], [-0.0126, 5.0948, -0.9339], [1.4922, 4.1096, -0.9799], [0.6913, 4.3890, 0.5489], [-1.9909, 2.0898, -0.7546], [-2.0553, 3.7429, -1.4087], [-3.1249, 3.6440, 0.8258], [-1.6065, 4.6426, 0.9582], [-3.1785, 2.8892, 2.9604], [-1.6148, 3.1346, 3.7511], [-2.6190, 0.4427, 2.5776], [-2.5442, 0.8635, 4.3093], [-0.1714, 0.8840, 5.2759], [0.5126, 2.0144, 3.9541], [1.0725, 0.2817, 4.1481], [5.1602, 0.7054, -0.8392], [4.2207, -0.9857, -0.5004], [4.2323, -1.4850, 1.3703], [5.4015, -2.3623, -1.2798], [2.2203, -0.8471, -1.2808], [4.9369, 1.0164, -1.8521], [6.2546, 0.5500, -0.6838], [4.7263, 1.3360, -0.0630], [5.2081, -1.9182, 1.6184], [3.4324, -2.2680, 1.4290], [3.9670, -0.5783, 1.9228], [6.2306, -2.5347, -0.5739], [5.7971, -2.0365, -2.2450], [4.8879, -3.3092, -1.4358], [-4.4070, -6.2154, -4.7182], [-4.0439, -5.3039, -4.0787], [-3.5744, -4.2670, -3.2351], [-4.2961, -3.8424, -2.1258], [-3.7721, -2.7868, -1.3657], [-2.5501, -2.2464, -1.7549], [-2.0428, -2.4929, -3.0437], [-2.4792, -3.5746, -3.7485], [-1.8213, -1.3790, -0.9266], [-1.1502, -0.4940, -0.3738], [-5.1603, -4.3843, -1.7633], [-4.2010, -2.4689, -0.4168], [-1.2703, -1.8167, -3.3830], [-2.0042, -3.9564, -4.6427]], "homo_ev": [-17.2976, -17.8603], "de_lowest_kcal_mol": 52.3, "orbital_gap_ev": [4.01, 5.34], "lumo_ha": [-0.4882, -0.4603], "total_charge": 3, "max_force_ev_per_a": 2.8, "energy_ha": -3829.5317}



# 2
{"formula": "C24H17BBrF2IrN5", "method": "the ωB97M-V functional and the def2-TZVPD basis", "species": ["Ir", "N", "C", "N", "C", "N", "N", "C", "C", "C", "C", "C", "C", "N", "C", "C", "C", "C", "C", "C", "H", "H", "H", "H", "H", "H", "H", "H", "H", "H", "H", "Br", "C", "C", "C", "C", "C", "C", "C", "C", "C", "C", "H", "H", "H", "H", "H", "H", "F", "B", "F"], "positions_angstrom": [[-0.7377, -0.5382, -0.3910], [0.2274, 2.2907, 2.8739], [-0.2772, 1.7687, 1.7264], [-0.1913, 0.4950, 1.4273], [0.3819, -0.3594, 2.3348], [0.5955, -1.6741, 1.8661], [-0.3281, -1.9961, 0.9186], [-0.5853, -3.2438, 0.4649], [-1.0779, -3.3462, -0.8287], [-1.4649, -4.5859, -1.4123], [-1.8745, -4.6316, -2.7137], [-1.9171, -3.4344, -3.4514], [-1.5678, -2.2482, -2.8374], [-1.1672, -2.1685, -1.5680], [0.8208, 0.0857, 3.6187], [1.2598, -0.7489, 4.6472], [1.8261, -0.2042, 5.7952], [1.8869, 1.1682, 5.9730], [1.3310, 2.0174, 5.0185], [0.8004, 1.4898, 3.8546], [0.1230, 3.2789, 3.0658], [-0.7493, 2.4457, 1.0333], [-0.4730, -4.1004, 1.1126], [-1.4114, -5.4733, -0.8030], [-2.1550, -5.5674, -3.1727], [-2.2118, -3.4250, -4.4876], [-1.6037, -1.3253, -3.3984], [1.1616, -1.8173, 4.5490], [2.2249, -0.8614, 6.5492], [2.3445, 1.5812, 6.8580], [1.3200, 3.0822, 5.1865], [1.9494, 0.0735, -1.1123], [1.3450, 1.5780, -2.1618], [2.2856, 2.4400, -2.6801], [1.8756, 3.4953, -3.4953], [0.5482, 3.6272, -3.8287], [-0.4257, 2.7511, -3.3057], [-1.7856, 2.8680, -3.6552], [-2.7392, 2.0552, -3.0819], [-2.3661, 1.1106, -2.1256], [-1.0328, 0.9143, -1.7699], [-0.0371, 1.7198, -2.3914], [3.3335, 2.3032, -2.4689], [2.6111, 4.1883, -3.8731], [0.2319, 4.4137, -4.4955], [-2.0800, 3.6105, -4.3822], [-3.7782, 2.1508, -3.3581], [-3.1450, 0.5037, -1.6743], [2.0180, -3.5167, 1.3769], [1.8425, -2.3787, 2.0013], [2.8386, -1.8617, 2.6727]], "homo_ev": [-12.5105, -12.4631], "orbital_gap_ev": [4.50, 4.43], "lumo_ha": [-0.2944, -0.2951], "total_charge": 2, "max_force_ev_per_a": 4.5, "energy_ha": -4101.0685, "multiplicity": 2}